Record 1
Entry from OMol25: 2 unconnected molecules or ions with the total composition C2HCl5 in a non-equilibrium geometry (ωB97M-V with the def2-TZVPD basis set).

Each line ends with the Löwdin charge.
Atoms and positions in Å:
Cl 0.818 2.018 -0.698  0.50
C -1.136 -0.444 0.037  -1.20
Cl -1.503 -0.296 -1.585  0.62
Cl 1.811 0.491 1.663  0.52
Cl -0.923 -1.891 0.938  0.60
Cl 1.675 -0.763 -0.940  0.52
H -1.726 0.452 0.485  0.07
C 0.983 0.434 0.101  -1.63

* frontier orbital gap: 8.550 eV
* LUMO level: -0.48 eV
* HOMO level: -9.035 eV
* 2S+1: 1
* total charge: 0

=====

Record 2
Entry from OMol25: a single C2HClF2O molecule in a non-equilibrium geometry (ωB97M-V with the def2-TZVPD basis set).

Each line ends with the Löwdin charge.
Atoms and positions in Å:
F 2.830 0.004 0.870  0.16
H -0.182 0.857 -1.003  0.14
O 0.776 0.759 0.769  0.02
F 1.951 0.467 -1.073  0.06
Cl -1.628 1.445 1.082  0.69
C 1.931 0.742 0.285  -0.44
C -0.322 0.903 0.139  -0.63

* frontier orbital gap (spin up / spin down): 8.944 / 8.195 eV
* LUMO level (spin up / spin down): 0.16 / 0.00 eV
* HOMO level (spin up / spin down): -8.781 / -8.195 eV
* 2S+1: 1
* total charge: 0

=====

Record 3
Entry from OMol25: 2 unconnected molecules or ions with the total composition C2HClF2O2 in a non-equilibrium geometry (ωB97M-V with the def2-TZVPD basis set).

Each line ends with the Löwdin charge.
Atoms and positions in Å:
C 0.966 -0.261 -0.656  -0.60
O 1.280 0.003 -4.385  -0.13
H -0.091 0.135 1.274  0.21
C 0.646 0.661 0.495  -0.38
F 1.798 0.903 1.173  0.07
Cl 2.086 0.489 -1.952  0.65
O 0.636 -1.348 -0.917  0.12
F 0.131 1.815 -0.001  0.07

* frontier orbital gap (spin up / spin down): 9.206 / 9.162 eV
* LUMO level (spin up / spin down): -2.34 / -2.36 eV
* HOMO level (spin up / spin down): -11.542 / -11.527 eV
* 2S+1: 1
* total charge: 0

=====

Record 4
Entry from OMol25: 2 unconnected molecules or ions with the total composition C2HClF2O2 in a non-equilibrium geometry (ωB97M-V with the def2-TZVPD basis set).

Each line ends with the Löwdin charge.
Atoms and positions in Å:
C -0.796 -0.585 0.921  -0.24
F 2.221 1.565 -0.814  -0.11
Cl -2.186 0.967 -0.616  0.79
F -1.375 -1.384 -1.202  0.07
O 2.032 0.612 0.250  0.05
H 1.793 -0.130 -0.288  0.07
C -1.314 -0.445 -0.282  -0.75
O -0.376 -0.601 2.032  0.13

* ⟨S²⟩: 2.009
* frontier orbital gap (spin up / spin down): 7.878 / 9.702 eV
* LUMO level (spin up / spin down): 0.40 / -2.44 eV
* HOMO level (spin up / spin down): -7.479 / -12.143 eV
* 2S+1: 3
* total charge: 0

=====

Record 5
Entry from OMol25: a single C2HClF2S molecule in a non-equilibrium geometry (ωB97M-V with the def2-TZVPD basis set).

Each line ends with the Löwdin charge.
Atoms and positions in Å:
F -0.064 0.871 1.056  0.01
Cl 3.179 0.762 -0.376  0.70
C 1.802 -0.215 -0.060  -1.17
H -0.262 0.031 -0.974  0.20
F 0.808 1.796 -0.751  -0.04
S 1.893 -1.790 0.334  0.74
C 0.523 0.571 -0.197  -0.45

* frontier orbital gap: 8.499 eV
* LUMO level: -1.41 eV
* HOMO level: -9.905 eV
* 2S+1: 1
* SMILES: FC(F)C(=S)Cl
* total charge: 0

=====

Record 6
Entry from OMol25: a molecular structure, C2HClF3N in a non-equilibrium geometry (ωB97M-V with the def2-TZVPD basis set).

Each line ends with the Löwdin charge.
Atoms and positions in Å:
N 0.452 0.653 0.840  0.25
F -1.208 2.067 0.246  0.14
C 1.049 -1.005 -0.049  -0.59
H 0.624 -1.366 -1.064  0.09
Cl 2.095 -1.902 0.624  0.81
F -1.687 -0.011 0.535  0.08
C -0.689 0.855 0.130  -0.81
F -0.635 0.708 -1.262  0.04

* frontier orbital gap (spin up / spin down): 10.673 / 7.090 eV
* LUMO level (spin up / spin down): -0.98 / -2.14 eV
* HOMO level (spin up / spin down): -11.649 / -9.229 eV
* 2S+1: 1
* total charge: 0

=====

Record 7
Entry from OMol25: a molecular structure, C2HClFN3 in a non-equilibrium geometry (ωB97M-V with the def2-TZVPD basis set).

Each line ends with the Löwdin charge.
Atoms and positions in Å:
Cl -3.367 0.235 0.416  0.71
N -0.359 -1.554 -0.697  0.08
N -1.051 -1.223 0.726  0.11
H 0.133 0.386 0.189  0.13
F 1.288 -1.080 0.827  0.11
N -1.450 -0.913 -1.333  0.07
C -1.958 -0.514 -0.206  -0.80
C 0.155 -0.623 0.307  -0.41

* frontier orbital gap: 10.663 eV
* LUMO level: 0.07 eV
* HOMO level: -10.594 eV
* 2S+1: 1
* total charge: 0

=====

Record 8
Entry from OMol25: 2 unconnected molecules or ions with the total composition C2HClN2 in a non-equilibrium geometry (ωB97M-V with the def2-TZVPD basis set).

Each line ends with the Löwdin charge.
Atoms and positions in Å:
N 2.122 -0.313 -0.006  -0.42
Cl 2.419 1.500 0.035  0.45
C -1.940 0.050 0.111  -0.08
H -3.004 0.061 0.094  0.01
N 1.248 -1.045 -0.024  0.08
C -0.846 -0.253 -0.211  -0.04

* frontier orbital gap (spin up / spin down): 7.788 / 8.625 eV
* LUMO level (spin up / spin down): -2.36 / -2.25 eV
* HOMO level (spin up / spin down): -10.152 / -10.875 eV
* 2S+1: 1
* total charge: 0

=====

Record 9
Entry from OMol25: 2 unconnected molecules or ions with the total composition C2HClN2O2 in a non-equilibrium geometry (ωB97M-V with the def2-TZVPD basis set).

Each line ends with the Löwdin charge.
Atoms and positions in Å:
N 0.962 1.089 0.473  -0.24
Cl -2.587 -0.059 -0.267  0.76
O 0.853 -1.405 -1.499  0.05
O 0.920 1.855 -0.399  0.07
C 0.841 0.567 1.523  0.12
H 0.339 -0.270 1.874  0.05
C -1.116 -0.705 -0.540  -0.62
N -0.213 -1.070 -1.164  -0.20

* frontier orbital gap: 10.070 eV
* LUMO level: 0.14 eV
* HOMO level: -9.931 eV
* 2S+1: 1
* SMILES: [O-][N+]#CCl.C#[N+][O-]
* total charge: 0

=====

Record 10
Entry from OMol25: a molecular structure, C2HClNO4 in a non-equilibrium geometry (ωB97M-V with the def2-TZVPD basis set).

Each line ends with the Löwdin charge.
Atoms and positions in Å:
O 0.164 -1.928 -1.080  0.21
C 0.160 -0.900 -1.636  -0.48
Cl -2.096 0.353 2.919  -0.22
O -0.998 0.645 0.354  -0.22
C 1.269 0.350 -0.024  -0.41
H -1.456 0.718 1.493  -0.17
N 0.282 0.633 0.599  -0.02
O 2.411 0.151 -0.259  0.09
O 0.266 -0.021 -2.366  0.22

* frontier orbital gap: 8.119 eV
* LUMO level: 3.29 eV
* HOMO level: -4.825 eV
* 2S+1: 1
* total charge: -1

=====

Record 11
Entry from OMol25: 2 unconnected molecules or ions with the total composition C2HClO2S in a non-equilibrium geometry (ωB97M-V with the def2-TZVPD basis set).

Each line ends with the Löwdin charge.
Atoms and positions in Å:
Cl -0.580 -2.620 0.605  0.77
H -0.209 1.807 -0.630  0.02
C 0.085 0.743 -0.454  -0.31
O -1.775 -0.661 1.919  0.11
O 2.024 1.513 -1.676  -0.60
S 1.563 0.358 -0.888  0.76
C -1.108 -1.142 1.124  -0.74

* frontier orbital gap (spin up / spin down): 7.335 / 8.571 eV
* LUMO level (spin up / spin down): -1.60 / -1.05 eV
* HOMO level (spin up / spin down): -8.933 / -9.617 eV
* 2S+1: 1
* total charge: 0

=====

Record 12
Entry from OMol25: a single C2HClO2S molecule in a non-equilibrium geometry (ωB97M-V with the def2-TZVPD basis set).

Each line ends with the Löwdin charge.
Atoms and positions in Å:
O 2.789 -0.180 0.083  -0.49
H 0.022 -1.344 0.249  0.09
C 0.286 -0.290 -0.085  -0.38
S 1.615 0.639 0.062  1.02
O -1.306 1.537 -0.257  0.05
C -1.009 0.418 -0.094  -0.87
Cl -2.397 -0.780 0.041  0.58

* frontier orbital gap: 8.944 eV
* LUMO level: -1.90 eV
* HOMO level: -10.844 eV
* 2S+1: 1
* total charge: 0

=====

What did we get for energy above the lowest of the compared OMol25 structures with the same formula, charge and spin? Answer: 61.4, 80.2, 139.2, 56.9, 10.1, 123.2, 70.7, 149.4, 155.2, 17.4, 104.4, 16.3 kcal per mole, in the order shown.